Computed, not measured: a gas-phase ion, C19H36NO4 (charge +1), with wB97M-V/def2-TZVPD.

```
60
Properties=species:S:1:pos:R:3:lowdin_charge:R:1
O -2.683 -0.155 -1.586 0.05
H 3.638 -1.959 2.286 0.12
H 0.797 5.900 0.478 0.12
C 3.286 -2.936 0.405 -0.21
C -0.396 0.059 -1.127 0.01
H 1.892 2.447 1.575 0.14
H -5.078 -1.447 2.034 0.11
H -5.380 -2.060 -0.940 0.12
H 2.271 2.688 -0.774 0.15
C 0.818 2.581 1.427 -0.10
C 0.526 0.581 -0.022 -0.13
C 1.200 2.796 -0.961 -0.10
H -5.804 0.328 -0.423 0.13
C 3.809 -3.086 -1.026 -0.26
H 5.099 -2.226 1.337 0.12
H 0.287 2.004 2.186 0.14
H 0.976 2.357 -1.933 0.14
H 2.207 4.853 0.598 0.12
C 1.128 4.864 0.436 -0.18
H -4.482 -0.273 -2.487 0.14
C -1.800 0.641 -1.068 -0.45
H -3.851 -1.997 -0.065 0.11
C 5.262 -3.543 -1.091 -0.10
O 2.396 -0.020 -1.426 0.14
H -4.299 0.415 0.491 0.12
H 4.582 0.156 1.413 0.13
N 0.452 2.066 0.089 -0.07
C -4.862 -1.585 -0.104 -0.22
H -6.603 -1.499 1.153 0.11
H -6.204 -3.633 2.351 0.07
C 4.051 -1.937 1.276 -0.16
H 2.231 -2.648 0.367 0.10
H 0.228 0.166 0.946 0.17
H 3.337 -3.908 0.898 0.12
H -6.216 -3.900 0.609 0.07
H -0.582 2.268 -0.072 0.13
H 5.535 -3.762 -2.120 0.07
H 0.031 0.288 -2.108 0.14
H 0.710 4.425 2.511 0.13
C 4.000 -0.501 0.763 -0.13
H 3.693 -2.149 -1.573 0.09
H 3.185 -3.828 -1.528 0.11
C -4.060 0.268 -1.639 -0.13
C -4.795 -0.078 -0.348 -0.17
H -0.463 -1.028 -1.069 0.15
H -0.264 4.362 -1.135 0.13
H 1.344 4.795 -1.713 0.13
C -5.679 -3.419 1.424 -0.11
H 5.404 -4.446 -0.502 0.08
C 0.804 4.266 -0.929 -0.15
C -5.595 -1.916 1.194 -0.27
H 4.365 -0.430 -0.263 0.13
C 1.984 0.133 -0.311 -0.48
O 2.648 0.000 0.814 0.02
C 0.433 4.053 1.526 -0.15
O -2.028 1.750 -0.607 0.10
H -4.685 -3.856 1.484 0.07
H -0.650 4.151 1.425 0.13
H 5.939 -2.777 -0.721 0.07
H -4.090 1.345 -1.823 0.13
```

## Properties
maximum force	1.0	eV/A
total charge	+1
SMILES string	CCCCCOC(=O)C[C@@H](C(=O)OCCCCC)[NH+]1CCCCC1
E_HOMO	-13.6	eV
Kohn-Sham gap	11.4	eV